(1)
The following is a quantum chemistry calculation of a molecular structure, C35H37NO2P2Sn at a distorted geometry, from the Open Molecules 2025 dataset.

Results
E_HOMO (alpha / beta) = -5.4 / -5.4 eV
net charge = 0
frontier orbital gap (alpha / beta) = 4.849 / 5.340 eV
LUMO energy (alpha / beta) = -0.554 / -0.085 eV

CARTESIAN COORDINATES (ANGSTROEM)
Sn: 0.504 1.559 0.648
P: 0.057 0.768 -1.690
P: -1.228 0.206 1.997
O: 3.698 3.473 -0.004
O: 2.379 2.203 1.255
N: 2.577 3.369 0.384
C: -0.527 -3.101 -2.230
C: 4.195 0.585 -1.278
C: 0.425 -3.263 1.039
C: -0.695 1.590 -3.099
C: -5.237 1.496 3.780
C: -4.283 0.891 4.606
C: -3.676 1.513 1.940
C: -3.018 0.592 4.110
C: -1.277 -0.223 -0.927
C: -0.870 -3.942 -0.980
C: 0.036 -0.031 3.316
C: 0.847 1.005 3.854
C: 1.675 -3.936 0.555
C: -1.338 0.761 -4.045
C: 2.828 0.526 -1.030
C: 0.553 -2.083 -2.065
C: -1.953 2.732 -5.316
C: 2.149 -0.637 5.071
C: 1.682 -2.378 -1.433
C: 4.660 0.845 -2.572
C: -1.962 1.338 -5.156
C: 1.873 0.668 -2.069
C: 0.260 -1.352 3.737
C: 1.362 -1.661 4.534
C: -0.442 3.539 0.928
C: -0.731 -3.302 0.371
C: 1.878 0.696 4.744
C: -2.731 0.842 2.747
C: 2.357 0.884 -3.377
C: -4.929 1.821 2.455
C: 3.737 0.986 -3.613
C: -1.690 -0.474 0.383
C: -0.645 2.987 -3.290
C: -1.294 3.546 -4.385
C: 1.971 -3.750 -0.932
H: 1.452 -4.530 -1.491
H: 2.991 -0.876 5.721
H: 1.654 1.017 -4.197
H: -2.470 0.692 -5.874
H: 4.086 1.221 -4.611
H: -6.227 1.733 4.178
H: -1.677 -3.040 0.858
H: 2.521 0.336 0.011
H: 0.703 2.049 3.564
H: 0.514 -2.930 2.071
H: 0.343 4.186 1.349
H: -1.288 3.498 1.631
H: -0.199 -3.816 -3.011
H: -0.105 3.610 -2.570
H: 1.631 -5.025 0.751
H: 3.035 -3.947 -1.074
H: -2.243 0.185 4.763
H: -0.428 -2.123 3.395
H: -1.306 4.639 -4.515
H: -1.446 -2.627 -2.605
H: -1.937 -0.621 -1.714
H: 0.431 -1.190 -2.712
H: -5.661 2.327 1.820
H: -2.545 -1.163 0.499
H: -0.768 3.951 -0.043
H: 2.519 -3.546 1.144
H: -3.410 1.789 0.920
H: 4.881 0.457 -0.444
H: 2.530 -1.690 -1.382
H: -0.313 -4.895 -1.026
H: -4.521 0.661 5.647
H: 1.607 -2.701 4.725
H: 2.494 1.498 5.158
H: -1.354 -0.320 -3.901
H: 5.723 0.986 -2.739
H: -1.916 -4.260 -1.095
H: -2.479 3.174 -6.165



(2)
The following is a quantum chemistry calculation of a molecular structure, C35H37NO3P2V at a distorted geometry, from the Open Molecules 2025 dataset.

Results
E_HOMO (alpha / beta) = -8.1 / -8.1 eV
net charge = 0
frontier orbital gap (alpha / beta) = 7.845 / 7.386 eV
LUMO energy (alpha / beta) = -0.254 / -0.713 eV
⟨S²⟩ = 3.768
multiplicity = 4

CARTESIAN COORDINATES (ANGSTROEM)
V: -3.754 -3.341 3.339
P: 2.575 0.267 -3.505
P: 0.143 3.079 -2.946
O: -6.908 -4.766 5.535
O: -5.562 -6.331 5.480
O: -4.998 -4.449 4.446
N: -5.850 -5.208 5.204
C: 0.798 5.839 -2.656
C: -1.962 -4.062 4.504
C: 0.006 4.870 -3.290
C: 5.371 1.682 -6.156
C: -0.708 2.915 -1.320
C: -0.292 7.581 -3.931
C: 6.379 -0.238 -5.101
C: -1.379 1.447 0.499
C: 2.676 1.767 -2.489
C: 3.437 -3.302 -0.687
C: 2.651 -3.458 -1.830
C: 4.224 1.499 -5.387
C: -0.724 1.649 -0.713
C: -1.090 6.624 -4.559
C: -3.605 -4.772 1.841
C: -1.538 -3.189 3.508
C: -2.055 2.503 1.114
C: 2.405 -2.366 -2.659
C: 6.454 0.812 -6.016
C: -1.395 3.967 -0.699
C: 1.853 2.831 -2.389
C: 2.956 -1.111 -2.365
C: 0.652 7.187 -2.981
C: -3.618 -1.426 4.521
C: 4.149 0.459 -4.446
C: -2.099 -3.704 5.974
C: -3.526 -3.246 6.362
C: -4.213 -2.406 5.308
C: -2.172 -0.972 4.640
C: -2.065 3.759 0.508
C: 5.237 -0.413 -4.318
C: 3.752 -0.965 -1.219
C: 3.985 -2.056 -0.382
C: -1.214 -1.722 3.683
C: -0.935 5.275 -4.247
H: -4.283 -0.757 3.979
H: -1.821 6.926 -5.304
H: 3.375 2.166 -5.524
H: -1.401 4.951 -1.156
H: -1.845 -4.585 6.573
H: -2.754 -5.446 2.007
H: -0.175 -1.599 4.025
H: 4.591 -1.930 0.511
H: -1.368 -2.934 6.236
H: -0.402 8.632 -4.184
H: 4.183 0.004 -0.987
H: 1.767 -2.474 -3.532
H: 2.199 3.666 -1.777
H: -3.496 -2.705 7.320
H: 1.280 7.929 -2.496
H: 7.346 0.948 -6.621
H: -1.176 -3.629 2.580
H: -1.532 4.523 -4.757
H: 1.527 5.532 -1.913
H: 3.633 1.834 -1.970
H: -1.372 0.462 0.958
H: 3.618 -4.150 -0.031
H: -1.271 -1.256 2.693
H: 5.195 -1.227 -3.601
H: -4.521 -5.367 1.767
H: -2.122 0.097 4.411
H: -2.591 4.586 0.977
H: -2.573 2.345 2.055
H: -1.837 -1.080 5.675
H: -3.459 -4.260 0.880
H: 5.415 2.497 -6.873
H: -0.223 0.813 -1.198
H: 2.216 -4.426 -2.066
H: -5.301 -2.416 5.353
H: -4.148 -4.133 6.527
H: -1.932 -5.125 4.274
H: 7.216 -0.922 -4.988



(3)
The following is a quantum chemistry calculation of a molecular structure, C35H38AsMgN2O2S3Sb2, from the Open Molecules 2025 dataset.

Results
E_HOMO (alpha / beta) = 0.2 / -2.0 eV
net charge = -2
frontier orbital gap (alpha / beta) = 4.156 / 6.295 eV
LUMO energy (alpha / beta) = 4.319 / 4.319 eV
⟨S²⟩ = 0.755
multiplicity = 2

CARTESIAN COORDINATES (ANGSTROEM)
Sb: -2.495 -2.327 -0.509
Sb: -2.629 0.928 1.814
As: -0.268 0.455 -2.494
S: 1.834 -2.560 -1.663
S: 0.807 2.294 0.222
S: 0.665 -1.867 1.796
Mg: 1.183 -0.217 -0.086
O: 2.485 0.295 -1.496
O: 2.021 -1.123 1.467
N: -0.439 -1.198 0.918
N: 3.393 -0.444 -2.107
C: -4.370 -2.522 2.003
C: 0.458 5.145 -2.584
C: 4.483 0.205 -2.559
C: -1.097 -3.937 -0.803
C: -3.170 -3.174 1.398
C: 1.186 -1.833 -5.701
C: 0.698 -0.073 -4.112
C: 2.519 0.162 -5.684
C: -0.973 1.610 3.007
C: -3.797 0.486 -4.935
C: -6.802 -2.504 2.202
C: -4.752 0.920 -4.029
C: 0.518 3.043 -1.331
C: -4.374 1.214 -2.723
C: 1.757 0.662 -4.634
C: 0.095 2.384 -2.501
C: 5.314 -1.800 -3.516
C: -2.084 0.637 -3.238
C: -4.050 -3.537 -1.561
C: -3.054 1.069 -2.332
C: -2.469 0.345 -4.540
C: -5.632 -3.026 1.674
C: -3.968 2.228 3.044
C: 5.467 -0.430 -3.267
C: 3.195 -1.796 -2.295
C: 0.032 4.480 -3.734
C: 4.210 -2.451 -3.041
C: -6.726 -1.450 3.100
C: 0.689 4.443 -1.420
C: -4.294 -1.428 2.890
C: -5.485 -0.931 3.432
C: -3.022 -0.731 3.207
C: 0.439 -1.336 -4.644
C: -0.150 3.110 -3.668
C: 2.231 -1.082 -6.225
H: 6.324 0.130 -3.612
H: -0.499 2.583 -4.551
H: -0.340 -1.951 -4.205
H: -0.776 2.650 2.753
H: -3.765 3.272 2.792
H: -2.772 1.276 -1.304
H: -3.074 -0.253 4.186
H: 6.061 -2.342 -4.083
H: 2.000 1.624 -4.199
H: 4.062 -3.507 -3.216
H: 0.973 -2.819 -6.096
H: -5.422 -0.094 4.118
H: -3.397 -4.214 1.158
H: -3.801 2.086 4.116
H: 4.487 1.258 -2.319
H: -5.016 2.017 2.815
H: -5.787 1.018 -4.333
H: 0.601 6.220 -2.599
H: -1.249 1.532 4.062
H: -7.625 -1.028 3.534
H: -1.734 0.012 -5.264
H: -5.114 1.539 -2.001
H: -2.141 -1.367 3.155
H: -0.742 -3.941 -1.835
H: -2.289 -3.135 2.036
H: 3.349 0.744 -6.068
H: -7.761 -2.922 1.919
H: -4.081 0.253 -5.955
H: -0.080 1.019 2.811
H: 2.832 -1.476 -7.037
H: -4.083 -4.574 -1.215
H: -0.164 5.018 -4.653
H: 1.008 4.963 -0.525
H: -3.830 -3.529 -2.633
H: -0.244 -3.801 -0.141
H: -5.034 -3.082 -1.421
H: -5.682 -3.862 0.985
H: -1.598 -4.883 -0.591



(4)
The following is a quantum chemistry calculation of 2 unconnected molecules or ions with the total composition C35H38BrNOSSi at a distorted geometry, from the Open Molecules 2025 dataset.

Results
E_HOMO = -4.6 eV
net charge = 0
frontier orbital gap = 1.745 eV
LUMO energy = -2.868 eV

CARTESIAN COORDINATES (ANGSTROEM)
Br: 2.592 -8.133 -6.277
S: 3.322 -5.246 -0.626
Si: 1.962 3.049 -2.360
O: 1.498 3.010 -0.738
N: -0.449 1.866 2.237
C: -2.613 -2.189 4.036
C: 0.743 0.785 -0.324
C: 1.969 4.801 -2.998
C: -2.393 -3.424 4.708
C: -2.078 2.096 -0.261
C: 3.509 -7.374 -2.275
C: -4.762 -3.668 5.164
C: -0.913 2.838 -0.477
C: -1.514 -1.450 3.471
C: 0.528 3.996 1.871
C: -5.006 -2.454 4.502
C: 3.675 2.354 -2.499
C: -3.380 3.841 -1.307
C: -0.123 -0.027 -1.052
C: -3.444 -4.145 5.269
C: 1.402 -1.872 -0.756
C: 2.481 -5.920 -4.451
C: -1.351 2.808 2.889
C: 0.194 -1.376 -1.238
C: 2.824 -7.278 -4.601
C: -0.497 0.551 2.492
C: -3.954 -1.720 3.955
C: 0.798 2.053 -3.417
C: 3.159 -6.002 -2.100
C: -3.312 2.582 -0.709
C: 0.635 2.515 1.467
C: -0.878 4.194 2.431
C: -1.550 -0.098 3.156
C: 3.340 -8.000 -3.505
C: 2.648 -5.287 -3.223
C: -2.230 4.618 -1.456
C: -0.998 4.122 -1.019
C: 1.993 0.312 0.085
C: 0.476 2.271 -0.075
C: 2.312 -1.033 -0.109
H: 2.085 -5.367 -5.296
H: -0.098 4.730 -1.143
H: 0.358 -0.043 2.154
H: -0.901 4.897 3.269
H: -1.294 2.716 3.988
H: 2.387 -4.240 -3.096
H: -2.426 0.494 3.444
H: -5.589 -4.237 5.592
H: 1.250 4.132 2.687
H: 3.604 -9.045 -3.626
H: -0.259 2.263 -3.206
H: -0.574 -1.989 3.334
H: 0.974 5.265 -2.993
H: 0.791 4.680 1.058
H: -2.402 2.626 2.616
H: -4.146 -0.776 3.443
H: -6.029 -2.081 4.412
H: 0.972 0.975 -3.298
H: 3.944 2.317 -3.566
H: -2.014 1.115 0.216
H: 3.272 -1.404 0.254
H: -4.341 4.229 -1.643
H: 3.905 -7.921 -1.425
H: 2.659 5.432 -2.422
H: 2.320 4.777 -4.042
H: -2.253 5.614 -1.903
H: -3.245 -5.087 5.786
H: 0.997 2.321 -4.466
H: -1.549 4.566 1.648
H: 1.606 2.114 1.811
H: 1.652 -2.928 -0.885
H: 4.397 2.999 -1.979
H: -0.528 -2.006 -1.762
H: -4.199 1.957 -0.580
H: 3.739 1.340 -2.085
H: 2.713 1.000 0.542
H: -1.029 0.387 -1.493
H: -1.368 -3.792 4.781



(5)
The following is a quantum chemistry calculation of a molecular structure, C35H38CsN5O3PS3Sb at a distorted geometry, from the Open Molecules 2025 dataset.

Results
E_HOMO = -1.6 eV
net charge = -2
frontier orbital gap = 5.127 eV
LUMO energy = 3.507 eV

CARTESIAN COORDINATES (ANGSTROEM)
Cs: 1.692 -0.232 0.431
Sb: -0.063 3.737 0.556
S: 3.947 0.274 -1.872
S: 1.652 4.412 1.858
S: 1.436 -1.307 -2.606
P: 1.501 -4.018 -0.003
O: 0.169 1.298 1.803
O: 1.972 -2.763 0.643
O: -1.542 0.305 0.771
N: -0.018 -3.930 -0.605
N: 5.188 0.993 -5.344
N: 1.350 -5.182 1.195
N: 1.734 -1.297 -6.287
N: 2.545 -4.520 -1.162
C: 2.464 -5.311 2.110
C: 3.191 -0.330 -4.388
C: 0.349 2.718 -1.183
C: -0.503 0.097 4.231
C: 0.651 -6.426 0.971
C: -0.869 0.578 1.774
C: -1.018 6.644 0.415
C: -2.125 -1.114 5.526
C: -4.150 3.004 3.125
C: -3.074 3.192 0.983
C: -1.973 7.821 -1.452
C: -1.575 7.794 -0.121
C: -0.545 1.869 -1.831
C: -2.923 -1.246 4.397
C: 4.315 0.396 -4.875
C: -2.925 3.159 3.754
C: 0.826 1.991 -3.809
C: -2.507 -0.714 3.187
C: -0.402 -3.882 -2.002
C: -1.249 5.541 -1.697
C: -0.855 5.504 -0.368
C: -0.912 -0.444 5.441
C: -1.054 -3.410 0.280
C: -1.773 3.327 2.999
C: 2.342 -5.708 -1.955
C: 3.662 -3.699 -1.628
C: -4.224 3.019 1.739
C: -1.806 6.694 -2.240
C: 1.493 3.177 -1.831
C: -1.295 -0.041 3.098
C: -0.306 1.527 -3.153
C: 1.739 2.789 -3.142
C: 2.371 -0.854 -5.427
C: 2.883 -0.454 -3.023
C: -1.847 3.340 1.613
H: -1.375 1.440 -1.283
H: -0.731 -3.454 1.320
H: 1.304 -7.217 0.572
H: 3.218 -6.368 -1.900
H: -3.138 3.197 -0.099
H: -0.689 6.641 1.449
H: -0.171 -6.272 0.272
H: -3.874 -1.763 4.461
H: 0.423 0.648 4.136
H: -2.403 8.723 -1.872
H: 2.208 3.806 -1.313
H: -0.819 -2.900 -2.240
H: 3.216 -6.024 1.742
H: 2.107 -5.665 3.082
H: 2.182 -5.450 -3.007
H: -0.805 3.425 3.477
H: -1.153 -4.655 -2.210
H: -1.968 -4.007 0.177
H: 3.716 -2.769 -1.071
H: -1.111 4.668 -2.327
H: -0.968 0.836 -3.658
H: 4.589 -4.270 -1.506
H: -5.180 2.886 1.246
H: -2.857 3.129 4.835
H: -3.108 -0.802 2.292
H: 2.937 -4.342 2.252
H: -1.277 -2.366 0.038
H: 0.232 -6.793 1.913
H: 0.456 -4.003 -2.655
H: -2.102 6.704 -3.282
H: 2.660 3.075 -3.632
H: 3.512 -3.433 -2.676
H: -1.692 8.674 0.501
H: 1.478 -6.279 -1.612
H: -5.051 2.862 3.711
H: -0.289 -0.340 6.322
H: -2.446 -1.533 6.473
H: 1.029 1.671 -4.822



(6)
The following is a quantum chemistry calculation of a molecular structure, C35H38CuN5OS at a distorted geometry, from the Open Molecules 2025 dataset.

Results
E_HOMO (alpha / beta) = -15.9 / -15.9 eV
net charge = +3
frontier orbital gap (alpha / beta) = 7.501 / 6.673 eV
LUMO energy (alpha / beta) = -8.370 / -9.199 eV
⟨S²⟩ = 0.753
multiplicity = 2

CARTESIAN COORDINATES (ANGSTROEM)
Cu: 0.109 -0.416 0.525
S: 2.829 -0.295 -0.859
O: 1.999 -0.116 0.427
N: -0.362 -0.408 -1.668
N: -0.399 -0.461 2.519
N: -3.931 4.269 0.195
N: -2.077 2.462 0.286
N: -1.308 -1.703 0.440
C: 2.963 -2.316 -2.640
C: 0.149 0.198 3.556
C: -3.308 -3.602 0.377
C: -1.164 -1.484 -1.942
C: -2.591 4.895 0.269
C: -1.267 -1.497 2.764
C: -1.616 -1.886 4.070
C: 2.579 -2.009 -1.332
C: -4.083 3.410 1.414
C: 6.241 -0.975 1.186
C: 4.895 -0.960 0.806
C: 1.036 1.391 3.306
C: 2.649 -3.610 -3.160
C: 7.196 -0.290 0.449
C: -2.814 -3.054 -0.821
C: -0.993 -1.246 5.150
C: 4.541 -0.299 -0.360
C: 0.487 1.761 -2.440
C: -1.814 -2.160 1.585
C: -1.766 -2.109 -0.762
C: -4.008 3.392 -0.977
C: -1.440 -1.934 -3.234
C: -0.048 0.394 -2.695
C: -2.915 2.331 -0.897
C: 6.813 0.408 -0.693
C: -0.913 -1.199 -4.312
C: -2.980 2.346 1.434
C: 1.953 -4.538 -2.377
C: 1.719 -4.234 -1.040
C: -0.146 -0.173 4.885
C: -1.520 3.824 0.296
C: -0.211 -0.040 -4.047
C: 2.033 -2.993 -0.487
C: 5.498 0.364 -1.134
C: -2.795 -3.178 1.608
H: -2.505 5.505 1.172
H: 0.401 1.996 -1.367
H: -0.813 4.002 -0.537
H: 0.664 1.943 2.430
H: 1.190 -4.943 -0.391
H: -2.304 2.375 -1.808
H: 3.459 -1.578 -3.264
H: -2.254 -2.767 4.170
H: -2.438 2.428 2.382
H: 0.325 0.412 5.684
H: -0.877 3.954 1.186
H: 2.072 1.079 3.107
H: -1.025 -1.586 -5.331
H: -1.217 -1.565 6.177
H: -3.169 -3.584 2.565
H: -3.902 3.991 -1.886
H: 6.523 -1.523 2.073
H: -4.680 4.999 0.176
H: 1.558 1.797 -2.706
H: -3.460 1.349 1.465
H: 1.654 -5.496 -2.801
H: -3.378 1.340 -0.903
H: 2.932 -3.835 -4.194
H: 1.824 -2.777 0.550
H: -2.480 5.576 -0.597
H: 1.026 2.002 4.210
H: -2.075 -2.819 -3.389
H: 8.248 -0.316 0.763
H: -4.033 4.022 2.303
H: 5.226 0.861 -2.072
H: 0.151 0.608 -4.839
H: -3.246 -3.328 -1.789
H: -0.065 2.502 -3.047
H: 7.528 1.027 -1.251
H: -5.057 2.918 1.386
H: 4.102 -1.435 1.396
H: -4.124 -4.323 0.355
H: -5.006 2.930 -1.049